[1]
Formula: C18H33GdN5O6
Source: the OMol25 dataset
Level of theory: ωB97M-V with the def2-TZVPD basis set

The LUMO energy (alpha / beta) is -3.52 / -4.62 eV. For the largest force on an atom, the calculation gives 4.24 eV Å⁻¹. The HOMO-LUMO gap (alpha / beta) is 5.01 / 6.30 eV. As for the multiplicity: 8. The calculation puts the relative energy (zero: lowest compared OMol25 entry of this formula, charge and spin) at 0.000 eV. The total charge is +1. The molecular weight is 572.74 g/mol. As for the expectation value of S²: 16.1993.

Structure (XYZ):
```
63
Properties=species:S:1:pos:R:3:forces:R:3:lowdin_charge:R:1
O 2.096255 -2.447246 0.680523 -3.5 1.7 -1.7 -0.20
H 3.991988 -2.598815 0.600475 0.2 0.0 -0.1 0.08
Gd -0.289503 -0.516111 -0.218580 0.7 2.3 2.5 1.59
N 0.086730 -0.318152 -2.578886 -0.3 -0.8 -1.9 -0.16
N 1.370411 1.101700 -0.916342 1.6 1.4 -0.1 -0.16
N -1.934515 -1.195469 1.393202 1.2 -0.8 -2.0 -0.23
N -0.291995 0.707474 1.840104 0.3 0.2 0.5 -0.14
O -0.591710 -1.123752 -3.321214 0.9 1.2 0.4 -0.05
O -2.678822 -2.210796 1.087668 -0.6 -0.2 0.3 -0.11
O 0.635107 1.699339 2.117347 0.0 -0.1 -0.7 -0.09
O 2.077048 1.710431 0.007848 -0.7 -0.5 -1.6 -0.10
C 1.566805 1.449263 -2.223715 -0.4 -0.6 0.8 -0.24
C 0.816690 0.674343 -3.154836 -0.2 -0.3 0.6 -0.23
C -2.187316 -0.499220 2.529659 1.1 2.2 1.6 -0.25
C -1.247806 0.553280 2.787877 -1.3 -1.4 -0.2 -0.31
C 0.838509 0.920302 -4.616599 0.0 0.0 -0.3 0.00
H 1.868663 0.874880 -4.995931 -0.2 0.0 0.1 0.10
H 0.448399 1.922247 -4.850142 0.1 -0.2 0.1 0.10
H 0.230750 0.170575 -5.129496 0.1 0.2 0.1 0.09
C 2.483879 2.537459 -2.658026 0.2 0.2 0.0 -0.01
H 3.030925 2.935918 -1.798643 -0.1 -0.1 -0.2 0.08
H 1.925645 3.355235 -3.141068 0.1 -0.3 0.1 0.10
H 3.203277 2.154537 -3.396708 -0.2 0.1 0.2 0.10
C -3.333224 -0.789045 3.423447 -0.2 -0.1 0.1 -0.01
C -1.335090 1.388816 4.018547 0.0 0.2 0.3 -0.03
H -3.856574 -1.683521 3.075872 0.1 0.2 0.1 0.08
H -4.037361 0.056021 3.441662 0.1 -0.2 0.0 0.10
H -2.984841 -0.946152 4.452751 -0.1 0.0 -0.2 0.09
H -0.412565 1.961101 4.157864 -0.3 -0.1 0.0 0.08
H -1.492883 0.746310 4.895688 0.1 0.3 -0.2 0.09
H -2.186058 2.087365 3.968181 0.2 -0.1 0.1 0.08
H -1.915792 -2.600138 -0.504992 0.3 0.3 0.0 0.08
H 1.278166 1.678182 1.295512 -0.6 -0.1 1.1 0.04
C 3.595397 -3.216285 1.399051 2.0 -1.0 1.2 -0.12
H 3.148870 -4.168700 1.136927 0.0 -0.1 0.0 0.07
H 3.199811 -2.727616 2.280454 0.1 0.0 0.1 0.08
H 4.561477 -3.562456 1.809932 0.6 -0.3 0.2 0.09
O -1.138484 -2.226342 -1.017494 -1.7 -3.1 -1.8 -0.21
H 1.705305 -3.145195 0.123463 0.3 -0.1 0.2 0.03
H -1.250270 -2.230764 -2.012351 0.1 0.0 0.7 0.08
C -2.453543 3.649852 1.277742 -0.2 -0.1 0.4 0.03
N -1.526159 4.231218 0.269033 0.1 0.3 -0.4 -0.17
C -0.484144 5.088798 0.906237 0.0 0.0 0.0 0.02
C -0.913569 3.175172 -0.637680 0.4 0.0 -0.1 -0.10
C -2.013647 2.324193 -1.187948 -0.5 0.5 -1.0 -0.30
C -2.988820 2.968264 -1.974171 0.0 -0.3 0.3 -0.06
C -4.145657 2.274258 -2.332524 0.1 0.2 -0.1 -0.08
C -4.311359 0.954170 -1.912011 0.2 -0.2 0.4 -0.06
C -3.292447 0.320643 -1.174697 -1.1 0.2 -0.9 -0.12
C -2.111717 0.976651 -0.881475 1.1 -0.4 0.9 -0.20
H -1.957798 2.803627 1.767232 -0.1 0.2 -0.2 0.09
H -3.368772 3.316775 0.782058 0.3 0.0 0.1 0.11
H -2.684523 4.432263 2.007738 0.0 -0.2 -0.1 0.11
H -2.088622 4.826483 -0.357618 0.2 -0.2 0.4 0.17
H 0.161913 4.457793 1.525810 -0.2 0.1 -0.1 0.11
H 0.098999 5.571711 0.116308 -0.1 -0.1 0.2 0.11
H -0.991394 5.836944 1.521154 0.2 -0.1 -0.1 0.11
H -0.344106 3.714769 -1.409582 -0.2 0.1 0.2 0.14
H -0.194510 2.614922 -0.035431 -0.4 0.2 0.0 0.08
H -2.837635 4.008456 -2.285856 -0.2 -0.2 0.0 0.11
H -4.914821 2.771544 -2.926961 0.2 -0.2 0.1 0.11
H -5.223017 0.403783 -2.152597 0.2 0.2 0.0 0.11
H -3.455878 -0.704218 -0.832934 0.0 0.2 -0.2 0.08
```
Forces are in eV/Å.

[2]
Formula: C18H33N2O8P2SSeTi
Source: the OMol25 dataset
Level of theory: ωB97M-V with the def2-TZVPD basis set

The LUMO energy (alpha / beta) is -2.01 / -2.01 eV. For the largest force on an atom, the calculation gives 3.23 eV Å⁻¹. The HOMO-LUMO gap (alpha / beta) is 7.78 / 9.54 eV. As for the multiplicity: 3. The calculation puts the relative energy (zero: lowest compared OMol25 entry of this formula, charge and spin) at 1.282 eV. The total charge is +1. The molecular weight is 626.31 g/mol. As for the expectation value of S²: 2.0025.

Structure (XYZ):
```
66
Properties=species:S:1:pos:R:3:forces:R:3:nbo_charge:R:1
Ti 0.288239 0.119596 0.099503 0.6 0.6 -0.4 1.28
C -2.862168 -1.013539 0.557037 -0.9 -0.8 1.7 -0.63
C -2.230988 -0.203782 1.677715 -0.4 -0.6 -0.5 0.01
C -1.693086 1.047019 1.464143 -0.3 0.1 -0.5 -0.42
C -1.137239 1.774836 2.506763 0.1 1.6 -0.6 0.16
C -0.591693 3.167291 2.168320 1.6 -0.7 1.5 -0.66
C -1.177674 1.260139 3.783415 0.4 0.6 -0.2 -0.26
C -1.688484 0.012380 4.019539 -0.2 -1.4 0.3 0.05
C -1.696689 -0.551758 5.416152 -1.1 0.3 1.3 -0.64
C -2.161100 -0.742605 2.958579 -0.5 0.0 0.2 -0.24
H -3.084678 -0.527112 -0.369259 0.4 0.7 -0.3 0.21
H -3.865418 -1.401496 0.889851 1.0 0.1 -0.1 0.24
H -2.163671 -1.840071 0.405678 -0.5 -0.1 -0.2 0.22
H -1.852551 1.522290 0.500314 0.1 0.1 -0.1 0.24
H -1.334008 3.944948 2.143169 -0.6 0.1 -0.3 0.24
H 0.020601 3.173302 1.237759 -0.5 0.1 0.7 0.25
H 0.057168 3.459773 3.043206 -0.3 -0.1 -1.0 0.22
H -0.825260 1.811342 4.631614 0.3 0.5 0.2 0.22
H -2.137714 0.222126 6.138192 0.6 -1.0 -0.9 0.23
H -0.668653 -0.748476 5.760901 -0.4 -0.1 -0.1 0.23
H -2.338110 -1.479312 5.528781 0.9 1.0 -0.3 0.22
H -2.605543 -1.704280 3.186330 0.1 -0.1 -0.2 0.21
C 2.965345 2.692680 -3.630089 1.2 0.1 0.4 -0.63
C 2.592956 2.221645 -2.215483 0.7 -0.4 -1.4 -0.52
O 3.650102 2.668720 -1.339511 -0.7 -0.4 0.1 -0.75
P 2.721068 0.405369 -2.231647 1.9 1.5 -1.8 2.42
O 4.270705 0.118758 -2.542476 -0.9 -0.2 0.1 -0.97
O 2.087554 -0.158578 -3.568569 -0.2 0.2 0.5 -0.95
O 2.241680 -0.185925 -0.995012 -1.0 -1.3 2.3 -1.17
P 1.002145 2.987881 -1.696931 0.7 1.4 1.0 2.40
O 0.234979 3.427704 -3.015491 -0.4 -1.4 -0.2 -1.00
O 1.452279 4.186537 -0.910323 -0.4 -1.0 -0.3 -1.12
O 0.154123 1.905410 -1.071661 -0.4 -1.0 0.5 -1.24
H 4.032654 2.411808 -3.816452 -1.0 0.3 0.0 0.23
H 2.878673 3.759198 -3.595059 0.3 0.8 -0.1 0.22
H 2.326102 2.380975 -4.431899 -0.3 -0.6 -0.2 0.23
H 3.228926 3.427462 -0.894502 0.1 0.3 0.2 0.52
H 4.884389 0.571559 -1.951672 -0.1 0.2 0.0 0.52
H 1.135385 -0.288382 -3.415677 -0.1 -0.3 -0.2 0.52
H 0.220405 4.345527 -3.236896 0.2 1.0 0.0 0.52
C -2.664949 -0.462186 -2.888741 -0.3 3.2 0.5 -0.42
N -2.803827 -1.789375 -2.478181 -0.9 -2.0 1.8 -0.37
C -3.973300 -2.569010 -2.492426 0.3 2.1 -0.8 -0.05
C -3.660672 -3.721225 -1.902820 -0.9 -1.4 0.8 -0.06
N -2.369894 -3.643299 -1.426729 -0.6 1.3 -0.8 -0.35
C -1.564554 -4.670585 -0.853566 0.5 0.9 1.1 -0.41
C -1.877906 -2.448119 -1.776083 1.0 -0.3 -1.0 0.31
Se -0.071739 -1.995786 -1.661490 0.3 0.6 0.4 -0.29
H -2.364132 -0.449513 -3.906264 0.2 0.3 -1.0 0.23
H -1.878716 0.061213 -2.288205 -0.6 -0.6 -0.5 0.24
H -3.597925 0.171555 -2.756662 0.9 -1.1 -0.2 0.23
H -4.854382 -2.048461 -2.876925 0.2 -1.0 0.1 0.25
H -4.279172 -4.590354 -1.710349 0.2 0.2 -0.1 0.25
H -0.665336 -4.194232 -0.439839 -0.4 -0.2 0.0 0.25
H -1.253902 -5.292479 -1.627569 0.5 -1.5 -1.1 0.22
H -2.110808 -5.176171 -0.089231 -0.3 -0.5 0.4 0.22
C 4.047308 0.609132 1.477447 1.9 -0.1 2.0 -0.82
S 2.764755 -0.134399 2.505427 0.0 -0.2 -0.4 1.30
C 3.070092 -1.850316 2.082068 -0.7 0.2 1.4 -0.79
O 1.401272 0.132677 1.891611 -0.3 0.2 -0.3 -1.06
H 4.965350 0.813618 2.165548 -1.6 -0.5 -1.1 0.26
H 3.746692 1.551338 1.102455 -0.6 1.0 -0.3 0.27
H 4.325752 -0.025506 0.665445 0.1 -0.5 -0.5 0.24
H 4.105645 -1.991214 2.332952 0.4 -0.6 0.1 0.24
H 2.861099 -2.025619 1.051006 0.0 0.1 -0.9 0.25
H 2.372507 -2.442616 2.712737 0.7 0.3 -0.3 0.25
```
Forces are in eV/Å.

Look up the multiplicity of the first one.
8

What is the largest force on an atom in the first record?
4.24 eV Å⁻¹